Below is a molecular structure, C2H3ClSi in a non-equilibrium geometry, with properties calculated with ωB97M-V/def2-TZVPD.

```
7
Properties=species:S:1:pos:R:3:mulliken_charge:R:1
C 0.11492 1.04629 -0.02767 -0.249
C 0.90908 -0.01771 0.20019 -0.114
Si -0.91418 -0.52811 0.18401 0.272
Cl 2.62741 -0.15914 0.19949 -0.143
H 0.26461 2.17956 -0.13757 0.339
H -1.87213 -1.29143 1.03146 -0.053
H -1.12972 -1.22947 -1.44990 -0.053
```

Output
Max |F|: 0.09153 hartree/bohr
Kohn-Sham gap: 10.00 eV
E_tot: -22519.13846 eV

***

Below is a molecular structure, C2H3CoLiO in a non-equilibrium geometry, with properties calculated with ωB97M-V/def2-TZVPD.

```
8
Properties=species:S:1:pos:R:3:mulliken_charge:R:1
O 1.68477 0.85090 0.35249 -0.498
C 0.96206 0.44419 -0.63392 -0.181
Co 0.54733 0.13262 1.64826 0.529
Li 0.19363 -1.42366 -0.95085 0.962
H 1.03310 1.10270 -1.53227 0.311
C -1.07485 -0.23818 0.53512 -1.276
H -1.67449 -1.11659 0.83186 0.586
H -1.67156 0.24803 -0.25070 0.567
```

Output
Multiplicity: 5
Max |F|: 0.05435 hartree/bohr
Kohn-Sham gap (spin up / spin down): 7.41 / 7.82 eV
E_tot: -41989.61453 eV
Total charge: +1

***

Below is a molecular structure, C2H3CoLiO in a non-equilibrium geometry, with properties calculated with ωB97M-V/def2-TZVPD.

```
8
Properties=species:S:1:pos:R:3:mulliken_charge:R:1
C 0.98871 0.57535 1.13148 -1.105
C 1.02839 1.50942 0.22827 0.976
O 1.01800 2.34016 -0.60905 -0.298
Li -1.93714 -0.65944 -1.12779 0.793
H 1.57075 -0.32546 1.03038 0.309
H 0.45082 0.70591 2.03222 0.330
Co -2.08177 -3.42785 -3.01494 0.173
H -1.03776 -0.71808 0.32942 -0.178
```

Output
Multiplicity: 5
Max |F|: 0.09078 hartree/bohr
Kohn-Sham gap (spin up / spin down): 7.93 / 4.92 eV
E_tot: -41988.82895 eV
Total charge: +1

***

Below is a molecular structure, C2H3CsLi2O2 in a non-equilibrium geometry, with properties calculated with ωB97M-V/def2-TZVPD.

```
10
Properties=species:S:1:pos:R:3:mulliken_charge:R:1
O -0.50858 0.12838 1.31079 -1.027
C -0.97067 0.33286 -0.70061 -0.344
C 0.40849 0.66516 -0.79019 -0.341
O 1.13343 -0.44582 -0.64714 -0.775
Li 1.35299 0.12740 1.46488 0.817
H -1.67703 1.11726 -0.99327 0.306
H -1.22771 -0.63781 -1.16373 0.244
H 0.55632 1.71065 -0.48865 0.310
Cs -1.40963 -1.13898 3.06288 0.898
Li 2.34239 -1.85910 -1.05497 0.911
```

Output
Multiplicity: 2
Max |F|: 0.08691 hartree/bohr
Kohn-Sham gap (spin up / spin down): 5.29 / 6.72 eV
E_tot: -7167.33144 eV
Total charge: +1